Molecular formula: C24H36F3NO16
Method: DFT, ωB97M-V with the def2-TZVPD basis set

The SMILES is CC1(C)CCCC(C)(C)N1O.O=C1OC[C@@H](F)O1.O=C1OC[C@@H](F)O1.O=C1OC[C@@H](F)O1.O=C1OCCO1.O=C1OCCO1. The HOMO-LUMO gap comes out at 8.52 eV. The calculation puts the highest occupied orbital energy at -8.546 eV.

Structure (ORCA input):
```
! wB97M-V def2-TZVPD RIJCOSX def2/J DEFGRID3
* xyz 0 1
H 1.469 0.641 3.067
H -4.381 0.379 4.129
H -2.307 2.351 3.556
C -0.674 -4.259 -0.614
H 0.994 -4.327 3.920
F -2.372 2.873 -7.684
C 1.004 4.266 0.813
C 5.097 -2.312 4.514
C 3.140 -1.167 5.531
O 3.150 3.908 -1.769
C -2.481 -3.479 -1.769
H -3.476 -3.914 -1.879
O 0.291 -4.881 -0.326
H -3.071 -3.298 0.230
H -2.291 -2.943 -2.698
C -4.154 1.144 3.395
C -2.378 1.858 -9.824
O -1.016 -3.067 -0.067
H 0.441 -2.852 2.009
C 1.084 -0.387 3.007
H 1.513 4.886 1.551
H 2.095 -3.454 1.927
H -0.474 4.292 -0.799
O -5.374 3.190 -10.727
H -3.242 1.096 -7.968
H 3.457 0.382 3.491
C -0.979 1.132 -1.852
F 0.231 3.403 1.534
C 0.254 4.925 -0.292
H -1.508 0.311 -1.379
O -4.303 2.649 -8.817
C 1.426 -3.322 3.885
H -2.024 0.832 -9.902
H 3.647 -0.205 5.527
H 2.603 -0.024 0.746
H -4.643 2.087 3.640
O -1.646 1.619 -3.005
C 1.422 -2.779 2.470
O 4.024 -0.205 2.969
H 2.930 -1.705 0.419
C 2.232 -1.036 0.929
H 5.288 -2.939 5.383
H 3.478 -4.050 3.705
H 0.663 -0.251 -2.013
O -3.605 0.670 0.057
C -3.092 2.048 -8.472
H 1.291 -1.124 0.378
C 2.077 -1.392 2.394
C 2.873 -3.426 4.371
H 2.850 -3.927 5.341
N 3.380 -1.471 3.037
C -3.555 0.845 1.228
H 1.152 1.455 -1.945
H 0.173 -0.322 2.404
O 0.310 0.881 -3.772
C -2.367 -2.770 -0.413
F -1.975 0.467 4.012
C 0.441 0.751 -2.373
O -2.392 1.113 1.896
H 2.054 -1.049 5.535
H -0.876 1.947 -1.136
H 0.888 -2.732 4.632
O 1.303 5.132 -1.272
H -0.176 5.897 -0.070
C -2.645 1.373 3.224
H 5.460 -2.798 3.609
O -3.392 2.135 -10.788
H 0.699 -0.563 4.014
O 2.013 3.547 0.128
H 3.338 -1.648 6.493
O -1.561 -4.567 -1.596
C 2.250 4.195 -1.065
C 3.582 -2.072 4.373
C -0.913 1.383 -4.102
H 5.587 -1.344 4.599
H -2.446 -1.689 -0.392
H -1.567 2.566 -9.976
C -4.454 2.713 -10.165
O -1.248 1.579 -5.218
O -4.593 0.833 2.066
*
```

***

Molecular formula: C14H14N5O5
Method: DFT, ωB97M-V with the def2-TZVPD basis set

As for the energy above the lowest of the compared OMol25 structures with the same formula, charge and spin: 1.067 eV. The HOMO-LUMO gap comes out at 3.56 eV. The calculation puts the highest occupied orbital energy at -3.083 eV.

Structure (ORCA input):
```
! wB97M-V def2-TZVPD RIJCOSX def2/J DEFGRID3
* xyz -1 1
C 0.544 -5.205 -1.878
H -2.844 1.898 -0.661
H -2.350 -0.251 4.439
H 1.173 1.946 4.105
H 0.091 -6.183 -2.049
N 2.246 5.006 -1.716
C 0.606 -1.480 1.061
N -0.131 4.474 -1.715
H 0.970 0.704 -1.528
C -0.950 3.412 -1.652
H -4.094 2.810 -1.572
C -0.128 -2.637 0.595
H 1.543 -1.250 0.567
C -3.063 2.467 -1.571
H -1.219 -4.303 -1.029
C 0.189 -0.715 2.156
C -1.054 -0.929 2.852
O 3.339 4.198 -1.629
H -2.861 1.836 -2.444
N -0.604 0.885 4.344
C 1.002 0.363 2.646
C 1.152 4.159 -1.713
C -1.398 -0.102 3.919
H 0.464 -4.641 -2.811
H -0.172 -5.156 0.146
C 0.560 1.120 3.730
O 3.798 1.914 -1.473
C -0.178 -4.515 -0.747
O -1.199 -3.072 1.035
H 1.960 0.584 2.173
H -1.720 -1.727 2.542
C 1.567 2.768 -1.651
O -2.259 3.674 -1.625
H 1.602 -5.364 -1.649
N -0.637 2.112 -1.606
N 2.921 2.746 -1.568
O 0.496 -3.282 -0.441
C 0.639 1.739 -1.580
*
```

***

Molecular formula: C3H5NO3S
Method: DFT, ωB97M-V with the def2-TZVPD basis set

As for the energy above the lowest of the compared OMol25 structures with the same formula, charge and spin: 2.752 eV. The SMILES is O=CSCO/C=N/O. The HOMO-LUMO gap comes out at 10.26 eV. The calculation puts the highest occupied orbital energy at -9.558 eV.

Structure (ORCA input):
```
! wB97M-V def2-TZVPD RIJCOSX def2/J DEFGRID3
* xyz 0 1
C -0.377 0.129 -0.650
S -2.087 0.437 -0.214
H -0.221 0.502 -1.687
O -1.478 -1.624 1.355
H -3.295 -0.691 1.484
H 3.953 -0.547 -1.441
H 2.255 1.326 0.822
H -0.194 -0.956 -0.631
O 3.664 0.049 -0.720
N 2.253 -0.078 -0.761
C -2.305 -0.810 1.001
O 0.409 0.817 0.275
C 1.742 0.678 0.134
*
```

***

Molecular formula: H18O9Y
Method: DFT, ωB97M-V with the def2-TZVPD basis set

As for the energy above the lowest of the compared OMol25 structures with the same formula, charge and spin: 0.829 eV. The HOMO-LUMO gap comes out at 13.58 eV. The calculation puts the highest occupied orbital energy at -23.515 eV.

Structure (ORCA input):
```
! wB97M-V def2-TZVPD RIJCOSX def2/J DEFGRID3
* xyz 3 1
H 1.464 14.108 4.828
H 2.370 13.997 6.015
H 5.312 14.845 5.074
H 6.511 10.915 4.466
H 3.194 14.869 3.061
O 4.365 10.586 2.329
H 6.830 13.254 3.356
O 6.122 12.649 3.066
O 3.846 14.206 2.805
O 1.911 12.045 2.722
H 2.240 11.619 1.975
H 6.239 12.810 2.103
H 5.729 10.440 5.730
H 1.235 12.650 2.370
H 3.198 11.182 6.764
H 4.388 12.073 7.326
O 2.232 13.639 5.140
H 5.157 10.127 2.396
H 3.811 9.930 1.933
O 2.724 10.346 4.761
O 3.791 11.932 6.603
O 5.681 11.027 4.961
H 4.437 14.831 2.409
Y 3.828 12.309 4.220
H 1.772 10.315 5.018
H 3.045 9.503 4.406
H 5.284 13.964 6.366
O 4.880 14.072 5.496
*
```

***

Molecular formula: C4H10N2
Method: DFT, ωB97M-V with the def2-TZVPD basis set

As for the energy above the lowest of the compared OMol25 structures with the same formula, charge and spin: 4.240 eV. The HOMO-LUMO gap comes out at 9.08 eV. The calculation puts the highest occupied orbital energy at -8.550 eV.

Structure (ORCA input):
```
! wB97M-V def2-TZVPD RIJCOSX def2/J DEFGRID3
* xyz 0 1
H -1.728 -0.960 0.337
H 2.376 0.089 1.612
H -2.160 -1.432 -2.123
H 1.486 0.736 3.014
C 0.195 0.176 0.030
H -0.404 -1.848 -0.406
H -0.705 -0.500 -2.513
N 0.912 0.649 -0.944
H -0.927 0.550 0.802
C 1.552 0.750 1.927
C -1.522 -0.608 -1.801
C -0.956 -0.908 -0.430
N 0.302 0.337 1.359
H -2.097 0.316 -1.814
H 1.819 1.766 1.604
H 1.857 0.889 -0.654
*
```

***

Molecular formula: C4H12Cl2N3O7Sn
Method: DFT, ωB97M-V with the def2-TZVPD basis set

As for the energy above the lowest of the compared OMol25 structures with the same formula, charge and spin: 4.450 eV. The HOMO-LUMO gap comes out at 7.52 eV. The calculation puts the highest occupied orbital energy at -12.849 eV.

Structure (ORCA input):
```
! wB97M-V def2-TZVPD RIJCOSX def2/J DEFGRID3
* xyz 1 1
H 1.529 2.195 -0.525
C 0.783 -2.549 1.044
Cl -2.204 -2.164 -0.172
H -1.451 -0.030 -0.640
H 2.541 1.723 -1.853
C -1.506 1.479 -0.201
H -2.429 0.942 -0.421
H 1.525 -2.539 0.246
O 2.219 -1.229 2.165
H 0.688 -3.534 1.499
O -0.756 2.176 1.953
C 1.815 1.339 -1.136
H 2.170 0.485 -0.559
Cl -1.614 -0.964 -2.763
H -0.209 -2.427 0.609
H -0.086 -1.344 -0.900
Sn 1.054 0.862 2.221
O 0.606 -0.261 -2.388
N 0.623 0.895 -1.948
H -1.298 2.231 -0.962
N -1.700 2.162 1.142
H 0.738 -0.431 -0.289
O -0.277 1.657 -2.083
O 0.385 -0.277 0.609
O 0.301 -1.317 3.043
O -2.730 2.820 1.323
N 1.118 -1.621 2.174
H -0.715 0.728 -0.194
C -1.118 -1.006 -0.994
*
```

***

Molecular formula: C3H4FN
Method: DFT, ωB97M-V with the def2-TZVPD basis set

As for the energy above the lowest of the compared OMol25 structures with the same formula, charge and spin: 1.619 eV. The SMILES is N#CCCF. The HOMO-LUMO gap comes out at 12.04 eV. The calculation puts the highest occupied orbital energy at -11.310 eV.

Structure (ORCA input):
```
! wB97M-V def2-TZVPD RIJCOSX def2/J DEFGRID3
* xyz 0 1
C -0.066 -0.500 0.352
C -1.411 -0.500 -0.224
N -2.382 -0.384 -0.872
F 0.832 0.208 -1.347
H 1.855 0.958 0.384
H 0.080 -1.490 0.004
H 0.376 1.631 0.096
H -0.145 -0.591 1.650
C 0.860 0.667 -0.043
*
```

***

Molecular formula: C15H25AlF4MgN2NaO3P2
Method: DFT, ωB97M-V with the def2-TZVPD basis set

As for the energy above the lowest of the compared OMol25 structures with the same formula, charge and spin: 3.994 eV. The HOMO-LUMO gap comes out at 1.70 eV. The calculation puts the highest occupied orbital energy at -8.280 eV.

Structure (ORCA input):
```
! wB97M-V def2-TZVPD RIJCOSX def2/J DEFGRID3
* xyz 1 1
C 0.411 -3.465 5.428
H -1.335 -0.885 -2.089
C 2.507 0.678 -3.517
F -2.361 3.169 3.229
P -0.199 1.102 -2.407
H -1.006 3.611 -4.763
H 0.654 -0.567 -4.124
H 4.128 -2.643 5.997
H 5.277 -3.855 5.646
H 6.695 3.239 -3.460
C -1.795 3.691 -3.907
O -2.353 -1.289 4.802
H 3.811 0.543 -5.406
C 3.341 1.367 -4.737
H 4.097 -3.437 4.487
Mg -2.683 1.187 3.087
C -2.756 0.887 -4.634
C -0.834 -3.026 4.974
F -2.330 2.677 0.358
H 0.263 -6.668 4.313
O -0.446 -0.899 5.772
H 0.675 1.165 -4.796
C 5.606 2.902 -3.672
H -1.826 4.452 -1.714
C -1.693 -3.892 4.293
P -2.104 1.938 -3.178
C 4.190 -3.660 5.568
H -0.143 4.319 -2.511
H -3.905 0.739 -4.480
F -4.850 3.158 1.718
H -2.831 4.039 -4.342
H -1.499 0.135 -0.817
H -2.226 -0.127 -4.742
O 3.375 -4.579 6.068
F -2.957 5.330 1.363
H 2.966 -0.382 -3.375
C -1.250 4.613 -2.697
C 4.502 2.319 -4.108
Na -4.103 2.443 -5.416
H 1.084 -2.801 5.962
N -0.763 -0.303 -1.426
N -1.237 -1.639 5.202
H 1.773 -5.128 5.539
H -1.951 -5.884 3.525
H 2.721 1.245 -2.532
H 2.633 1.975 -5.413
H -2.600 1.537 -5.606
H -1.248 5.729 -2.975
C 0.801 -4.778 5.190
H -2.666 -3.562 3.941
C -0.048 -5.644 4.503
C 0.909 0.537 -3.840
Al -3.127 3.589 1.662
C -1.293 -5.204 4.058
*
```